<1>
3 unconnected molecules or ions with the total composition C2H9N2. Source: the OMol25 dataset; level of theory: ωB97M-V/def2-TZVPD.

The HOMO energy comes out at -15.7 eV.

```
! wB97M-V def2-TZVPD RIJCOSX def2/J DEFGRID3
* xyz 1 1
C -1.14936 1.33480 -0.82182
C -0.60758 1.33623 0.56555
N 1.10161 -2.10477 0.03016
N 0.17468 0.39868 0.93340
H -2.20512 1.21583 -0.88330
H -0.70117 0.61766 -1.56955
H -1.10728 2.33944 -1.24941
H -0.79858 2.18201 1.20532
H 1.62400 -1.81455 -0.91566
H 0.34960 -2.81051 -0.16844
H 1.97871 -2.41348 0.60948
H 0.54651 -0.83694 0.43367
H 0.79398 0.55560 1.83059
*
```

<2>
2 unconnected molecules or ions with the total composition C2H9N2. Source: the OMol25 dataset; level of theory: ωB97M-V/def2-TZVPD.

The HOMO energy comes out at -15.4 eV.

```
! wB97M-V def2-TZVPD RIJCOSX def2/J DEFGRID3
* xyz 1 1
N 1.68815 1.09437 -0.31928
H 1.23831 1.86012 0.15983
H 2.04953 1.35063 -1.23666
H 2.45017 0.68195 0.26173
H 0.49853 0.29506 -0.25861
C -0.50093 -1.64235 0.52880
C -1.47077 0.52635 -0.24401
N -0.38497 -0.29134 -0.10705
H -0.55702 -2.38514 -0.25210
H -1.57298 -1.40607 0.92946
H 0.33830 -1.67300 1.27280
H -1.42156 1.34063 -0.96198
H -2.35476 0.24878 0.22706
*
```

<3>
2 unconnected molecules or ions with the total composition C2H9N2. Source: the OMol25 dataset; level of theory: ωB97M-V/def2-TZVPD.

The HOMO energy comes out at -13.1 eV.

```
! wB97M-V def2-TZVPD RIJCOSX def2/J DEFGRID3
* xyz 1 1
N 3.02313 1.18648 0.25264
C -1.94747 -1.34868 -0.04915
C -1.18846 0.04225 0.06622
N 0.03887 0.00822 -0.73258
H -1.04358 -1.99978 -0.20712
H 3.94251 0.80138 0.38731
H 2.39981 0.44871 -0.06810
H -2.56783 -1.27039 -0.94810
H -2.59786 -1.64007 0.79318
H -0.91336 0.29246 1.15077
H -1.85090 0.94119 -0.19591
H 2.74070 1.78078 1.03006
H -0.03556 0.75744 -1.47921
*
```

Most stable: <1>. Least stable: <3>.

<1>
2 unconnected molecules or ions with the total composition HNO2S. Source: the OMol25 dataset; level of theory: ωB97M-V/def2-TZVPD.

The HOMO energy (alpha / beta) comes out at -9.5 / -9.5 eV.

```
! wB97M-V def2-TZVPD RIJCOSX def2/J DEFGRID3
* xyz 0 1
N -0.90751 -0.14320 -0.44274
O 2.65902 -0.62430 -0.29367
O -0.17228 1.03283 -0.19999
S 0.18986 -0.09813 0.84100
H -1.76910 -0.16720 0.09540
*
```

<2>
A single HNO2S molecule. Source: the OMol25 dataset; level of theory: ωB97M-V/def2-TZVPD.

The HOMO energy (alpha / beta) comes out at -9.3 / -9.7 eV.

```
! wB97M-V def2-TZVPD RIJCOSX def2/J DEFGRID3
* xyz 0 1
N -0.23523 0.40993 0.49802
O 0.78333 -1.20986 -1.54956
O -0.67932 1.04546 1.53686
S 0.71019 -1.21715 -0.11736
H -0.57897 0.97162 -0.36796
*
```

Most stable: <2>. Least stable: <1>.